C55H79BrCaN3S4Si | the ωB97M-V functional and the def2-TZVPD basis

```
144
Properties=species:S:1:pos:R:3
Ca 0.81464 1.42650 -1.14885
C 5.00932 0.08147 0.60097
C 5.48151 1.06747 -0.46263
S 4.14575 1.84068 -1.41013
C 4.63221 3.57866 -1.35823
C 4.65139 4.24403 0.01734
S 3.07460 4.05524 0.88124
C 3.56403 3.33960 2.46894
C 4.44768 2.09794 2.45297
S 3.68330 0.64069 1.68723
H 5.87302 -0.25088 1.18338
H 4.59690 -0.80094 0.11035
H 6.13212 0.53084 -1.15603
H 6.07547 1.86409 -0.01412
H 3.89681 4.06650 -2.00000
H 5.60922 3.68247 -1.83655
H 4.86946 5.30500 -0.12358
H 5.45785 3.84247 0.63077
H 2.60248 3.09914 2.92407
H 4.04335 4.09968 3.09140
H 4.70393 1.85794 3.48748
H 5.38996 2.29136 1.94092
C -2.99272 2.13370 -4.23984
C -2.58068 2.53585 -2.82207
C -2.87591 4.01079 -2.56344
C -3.21105 1.61923 -1.79342
C -4.52428 1.82738 -1.38997
C -5.12993 0.98256 -0.47486
C -4.40317 -0.06414 0.06107
C -3.08503 -0.31674 -0.31470
C -2.41801 -1.49799 0.37479
C -0.91186 -1.41959 0.59539
C -2.79615 -2.83923 -0.26465
C -2.50654 0.51631 -1.27925
N -1.18478 0.26972 -1.74004
C -1.02253 -0.67399 -2.63934
C 0.29196 -1.10108 -3.03514
N 1.37403 -0.46326 -2.60371
C 2.65495 -0.98688 -2.90599
C 3.42583 -0.42465 -3.93525
C 4.75522 -0.82671 -4.05241
C 5.31568 -1.77290 -3.21397
C 4.51251 -2.39604 -2.27177
C 3.17732 -2.03948 -2.12099
C 2.30345 -2.82007 -1.14875
C 2.48370 -4.33067 -1.30179
C 2.51829 -2.39862 0.30213
C 2.93455 0.57828 -4.97743
C 1.47893 0.45719 -5.42630
C 3.25013 2.02932 -4.60885
C 0.13957 -2.26924 -3.91965
C 0.99357 -3.12551 -4.56685
C 0.44423 -4.16022 -5.37075
C -0.90517 -4.33187 -5.53630
C -1.81410 -3.45650 -4.88171
C -3.23258 -3.48095 -4.95855
C -3.96953 -2.55015 -4.27353
C -3.37452 -1.55019 -3.45918
C -2.00930 -1.51548 -3.35724
C -1.25635 -2.46489 -4.08775
H -2.48010 2.76251 -4.96832
H -4.07438 2.24195 -4.36708
H -2.73285 1.09381 -4.44651
H -1.49861 2.41231 -2.76486
H -3.93404 4.24351 -2.70850
H -2.30171 4.62129 -3.26115
H -2.59464 4.29550 -1.54845
H -5.07752 2.66568 -1.79465
H -6.15226 1.15436 -0.16105
H -4.86119 -0.70903 0.80437
H -2.86659 -1.49723 1.37290
H -0.36158 -1.56035 -0.33449
H -0.61385 -2.22197 1.27649
H -0.61649 -0.46811 1.04370
H -2.30978 -2.97035 -1.23264
H -3.87383 -2.92128 -0.41833
H -2.47786 -3.65925 0.38457
H 5.35849 -0.38073 -4.83621
H 6.35636 -2.05297 -3.32214
H 4.92553 -3.18262 -1.65114
H 1.26559 -2.60683 -1.39804
H 3.47712 -4.66129 -0.99186
H 2.32824 -4.64061 -2.33676
H 1.75614 -4.85269 -0.67730
H 3.55840 -2.54450 0.60540
H 1.89105 -2.98805 0.97295
H 2.26003 -1.34971 0.45727
H 3.54233 0.34696 -5.86012
H 0.78286 0.85530 -4.68842
H 1.20652 -0.57457 -5.65048
H 1.34341 1.05052 -6.33259
H 2.67335 2.35550 -3.74145
H 2.98109 2.68731 -5.43723
H 4.30797 2.15882 -4.37258
H 2.06797 -3.02617 -4.48897
H 1.12683 -4.83265 -5.87619
H -1.28304 -5.12960 -6.16487
H -3.72632 -4.23194 -5.56410
H -5.04992 -2.57390 -4.34622
H -4.00739 -0.84990 -2.93016
C -4.15550 -1.41483 4.16662
C -2.78332 -1.50918 4.84676
C -3.00713 -1.71653 6.35042
C -2.11168 -2.77061 4.27896
Si -1.70011 0.06121 4.44318
Br 0.04039 2.04646 1.42538
C -0.09426 0.12367 5.53119
C 0.54740 -1.26595 5.62390
C 0.95359 1.03505 4.87422
C -0.36223 0.62198 6.95855
C -2.74290 1.69380 4.51238
C -3.58608 1.79410 3.22945
C -1.85660 2.94575 4.54635
C -3.66354 1.75622 5.74076
H -4.69637 -2.35630 4.32179
H -4.06584 -1.26037 3.09048
H -4.77441 -0.61373 4.56537
H -3.64722 -2.59429 6.50772
H -3.49897 -0.86212 6.81816
H -2.07303 -1.89880 6.88254
H -2.77839 -3.63030 4.41990
H -1.16876 -3.00426 4.76870
H -1.91665 -2.67449 3.21115
H 0.73712 -1.69086 4.63573
H -0.05949 -1.97117 6.19235
H 1.51319 -1.18010 6.13562
H 1.18351 0.71488 3.85787
H 1.87820 0.99601 5.46522
H 0.63436 2.07294 4.82036
H -1.07087 -0.01192 7.49453
H -0.74788 1.64117 6.97364
H 0.57709 0.62020 7.52637
H -2.95239 1.78630 2.34056
H -4.14097 2.74021 3.23590
H -4.31365 0.98973 3.13371
H -1.17098 2.98256 3.70189
H -1.28593 3.02903 5.47190
H -2.50375 3.82874 4.48451
H -4.40958 0.96315 5.75672
H -4.20505 2.71025 5.73356
H -3.10159 1.70670 6.67652
S 1.09368 4.02905 -2.19716
C 0.49139 3.79533 -3.74591
N 0.07517 3.63908 -4.81745
```

**Energy above the lowest of the compared OMol25 structures with the same formula, charge and spin**: 0.5374 eV
**Maximum force**: 0.471 eV/A
**Net charge**: -1
**LUMO level (spin up / spin down)**: 2.0 / 2.0 eV
**E**: -7441.5721 hartree